(1)
C5H6O in the gas phase, computed with ωB97M-V/def2-TZVPD.

Structure (XYZ):
```
12
Properties=species:S:1:pos:R:3:forces:R:3
C 2.32777 0.78469 -0.50450 -0.062 -0.113 -0.020
C 1.51100 -0.18590 -0.20282 0.012 0.026 0.025
C 0.67183 -1.14489 0.08754 0.401 0.114 0.023
O -0.62638 -1.12213 -0.40212 -0.041 -0.024 -0.005
C -1.51104 -0.48328 0.43715 -0.304 0.287 0.056
C -2.16633 0.59326 0.03245 0.087 -0.113 0.011
H 2.44186 1.65014 0.14241 -0.063 -0.105 -0.038
H 2.91608 0.76685 -1.41890 -0.061 -0.065 0.130
H 0.94778 -2.00460 0.69436 -0.042 0.070 -0.103
H -1.64647 -0.94201 1.41824 0.089 0.074 -0.146
H -2.89503 1.08053 0.66616 0.032 -0.110 0.006
H -1.97108 1.00736 -0.94998 -0.047 -0.040 0.061
```
Forces are in eV/Å.

Calculated values
- SMILES string: C=C=COC=C
- Strongest force on any atom: 0.4 eV Å⁻¹

Löwdin population analysis, charges in e, atoms 1 to 8: 0.02, -0.06, -0.16, -0.09, -0.24, 0.04, 0.06, 0.06

=====

(2)
C5H6O in the gas phase in a non-equilibrium geometry, computed with ωB97M-V/def2-TZVPD.

Structure (XYZ):
```
12
Properties=species:S:1:pos:R:3:forces:R:3
C -1.37562 0.64716 -0.15929 -1.721 2.407 2.603
C -0.93749 -0.21849 0.80436 -4.235 -1.053 0.399
C 0.31956 -0.81598 0.37291 -0.558 3.963 -1.735
C 1.42089 0.13945 0.09808 1.300 1.924 0.851
C 0.47549 -0.07652 -1.02256 1.079 0.318 1.120
O -0.46041 1.01102 -1.18979 -1.542 -2.669 2.082
H -2.31248 1.31723 0.11155 2.048 -1.258 -1.479
H -1.81599 -0.85657 1.57600 3.104 2.504 -2.343
H 0.36778 -1.77132 0.61769 1.019 -4.429 0.189
H 2.54541 0.10311 0.18127 -1.422 -0.953 -0.518
H 1.13139 1.10211 0.52887 0.303 -0.022 0.046
H 0.64148 -0.58120 -1.91909 0.624 -0.734 -1.216
```
Forces are in eV/Å.

Calculated values
- SMILES string: C1=C[C@@H]2C[C@@H]2O1
- Strongest force on any atom: 4.6 eV Å⁻¹

Löwdin population analysis, charges in e, atoms 1 to 8: -0.15, -0.10, -0.21, -0.08, -0.21, -0.05, 0.14, 0.19

=====

(3)
A molecular structure, C5H6O in a non-equilibrium geometry, computed with ωB97M-V/def2-TZVPD.

Structure (XYZ):
```
12
Properties=species:S:1:pos:R:3:forces:R:3
C -0.76637 1.62730 1.78624 0.213 -0.204 -0.282
C -0.14920 0.87498 1.07614 -0.093 0.262 0.176
C 0.58139 -0.08894 0.24315 -0.007 -0.107 0.134
C 0.50543 0.22727 -1.26658 -0.670 -0.306 -0.459
O -0.67849 -0.62174 -1.40163 -0.530 0.492 0.369
C -0.30460 -1.26812 -0.18526 -0.312 -0.340 0.465
H -1.31700 2.30522 2.40543 0.158 -0.193 -0.166
H 1.54272 -0.32579 0.70981 -0.099 0.027 -0.285
H 0.38931 1.29601 -1.49767 -0.091 -0.523 -0.345
H 1.08315 -0.38165 -1.95636 1.712 0.951 0.325
H 0.31056 -2.17725 -0.30888 -0.319 0.159 -0.277
H -1.19691 -1.46728 0.39560 0.039 -0.217 0.346
```
Forces are in eV/Å.

Calculated values
- Strongest force on any atom: 2.0 eV Å⁻¹

Löwdin population analysis, charges in e, atoms 1 to 8: 0.12, -0.11, -0.26, -0.12, -0.13, -0.18, 0.03, 0.14

=====

| no. | total energy (eV) |
| --- | --- |
| 1 | -7326.4668 |
| 2 | -7325.4731 |
| 3 | -7326.0538 |